{
  "formula": "C37H37IrN6O2",
  "method": "ωB97M-V/def2-TZVPD",
  "elements": ["C", "C", "N", "H", "C", "H", "C", "C", "N", "H", "C", "O", "H", "C", "C", "O", "H", "H", "H", "C", "H", "N", "C", "N", "C", "H", "C", "H", "C", "N", "H", "C", "C", "C", "C", "H", "H", "Ir", "C", "H", "C", "H", "C", "C", "C", "H", "C", "C", "H", "H", "H", "H", "H", "C", "H", "C", "C", "H", "H", "H", "H", "H", "H", "C", "C", "C", "H", "H", "C", "C", "C", "H", "H", "C", "H", "H", "C", "H", "H", "N", "C", "C", "H"],
  "positions_angstrom": [[-3.52060, 0.01792, -2.72524], [-0.71835, -1.92939, 2.62018], [-2.61655, 1.94788, -0.86303], [1.95823, 3.21907, 0.96604], [4.34886, -2.50621, 0.07891], [-4.96722, -1.39581, -3.43417], [-2.29177, -1.58126, 0.52489], [-0.12754, 3.51888, -2.65767], [2.73141, -0.79530, 0.60762], [-2.43596, -3.08987, 2.10407], [-2.01437, 1.75886, 0.37343], [-2.48767, 2.04204, 1.44473], [-0.86065, -2.02227, 3.69947], [-1.71978, 1.64652, -1.97500], [-0.02278, 0.29263, 3.24208], [0.50293, 0.54748, -1.57744], [-0.65375, 6.19975, -4.66066], [4.02178, 2.25104, -0.14703], [2.67465, -6.17597, 0.97222], [-1.43883, 0.08062, -3.92224], [-2.87674, 5.12506, -4.83308], [0.08110, -0.72216, 2.38866], [-1.77152, -2.50409, -0.57801], [-0.76151, 1.18101, 0.13162], [-0.85469, 5.27961, -4.12764], [-2.81785, -1.44251, 2.56821], [2.42644, 2.28623, 1.30039], [0.64980, 3.07002, -2.05207], [1.46541, 2.18211, 4.03031], [0.70534, -2.26989, -0.02485], [0.93469, -4.78495, 0.61558], [4.31860, -4.97335, 0.50892], [-2.25247, 0.55274, -2.89498], [-1.89144, -0.92199, -4.76247], [-1.14549, 1.17986, 5.32951], [5.95699, -3.80229, -0.10103], [-1.76691, -0.64322, 0.45626], [0.79868, -0.22268, 0.58113], [2.96672, -5.16932, 0.68970], [-3.51634, -2.23983, -5.25057], [3.03414, -2.05024, 0.37491], [-3.34167, -1.34799, 0.32469], [3.20365, 1.60928, 0.18456], [-2.35893, 3.49980, -3.54125], [-3.97614, -0.98375, -3.57504], [-4.15054, 0.37962, -1.92353], [-0.19951, 2.01203, 5.90498], [-2.12714, -2.04696, 1.97571], [5.04700, -1.73139, -0.20093], [-0.61997, -3.75624, 0.64239], [-3.32914, 3.02337, -3.63145], [-1.24989, -1.28938, -5.55300], [-0.08215, -2.76229, 2.32304], [3.75378, 0.25462, 0.64828], [3.13223, 2.54079, 2.09489], [-0.43927, -3.14634, -0.25211], [-2.10339, 4.67826, -4.22173], [4.58731, 0.00204, -0.00215], [-1.93755, -0.18575, 3.96418], [-0.44715, 0.49474, -4.05311], [-2.08130, 1.08363, 5.87038], [-0.17550, -3.85541, -1.04583], [4.14430, 0.32224, 1.67036], [0.13038, 4.69808, -3.34635], [-1.06225, 0.40687, 4.18674], [0.99223, 2.40104, 5.30906], [2.54938, 1.43948, -0.67395], [1.10648, 5.15973, -3.27131], [-1.37196, 2.91033, -2.75560], [-3.16391, -1.45612, -4.59251], [0.96154, 1.36041, 2.99501], [-2.45829, -3.34268, -0.72757], [2.37967, 2.70719, 3.79356], [1.84067, -2.91657, 0.25273], [-0.41703, 2.41360, 6.88594], [-1.73658, -1.94702, -1.51883], [-0.55057, 1.09362, -1.17198], [4.97287, -5.82616, 0.63274], [-3.32396, 2.66033, -0.94546], [1.43188, 1.34429, 1.76592], [1.89377, -4.30549, 0.50152], [4.89881, -3.76392, 0.13753], [1.63286, 3.03134, 5.91781]],
  "mulliken_charge": [-0.07, -1.33, -0.04, 0.20, -1.10, 0.43, 1.88, 0.00, -0.16, 0.38, -0.50, -0.72, 0.75, 3.83, 1.13, -0.72, 0.39, 0.52, 0.33, -0.16, 0.39, -0.58, -1.01, -0.06, -0.47, 0.40, -0.72, 0.44, -0.69, -0.20, 0.29, -0.53, -0.67, -0.89, -0.79, 0.34, -2.19, 2.45, -0.75, 0.41, 1.37, 0.79, -0.83, -0.21, -0.90, 0.38, -0.52, -1.14, 0.16, 0.37, 0.43, 0.44, 0.61, -0.56, 0.50, -1.24, -0.92, 0.54, 0.16, 0.45, 0.39, 0.88, 0.21, -1.02, -0.47, -0.74, 0.08, 0.44, -0.30, -0.50, 1.03, 0.46, 0.26, 0.89, 0.33, -0.21, -1.38, 0.33, 0.32, -0.58, -0.27, -0.56, 0.33],
  "homo_lumo_gap_ev": 6.99,
  "homo_ev": -6.5864
}

{
  "formula": "C10H11N3O3Tc",
  "method": "ωB97M-V/def2-TZVPD",
  "elements": ["N", "C", "C", "H", "H", "N", "H", "H", "C", "O", "C", "H", "O", "C", "H", "Tc", "C", "H", "H", "C", "N", "H", "H", "O", "C", "C", "C", "H"],
  "positions_angstrom": [[-0.65153, -0.24832, 2.03012], [0.65934, 2.08070, -1.48657], [-2.98659, -0.05108, 2.70306], [-4.97452, 0.14522, 3.47019], [-3.29619, -0.13576, 1.66921], [0.06559, 0.77676, -1.25990], [-2.11854, -1.10044, -1.78600], [-0.10918, 2.85547, -1.56089], [-2.15140, 0.19391, 5.34608], [1.33608, 1.58240, 0.75945], [-3.92097, 0.11045, 3.71361], [-1.17990, -2.24553, -0.08385], [-0.46245, 0.45335, -3.47399], [-1.20864, 0.02694, 4.34382], [-0.88458, -1.98691, -2.68481], [0.16882, 0.01670, 0.57480], [-3.50384, 0.23378, 5.03296], [-4.23677, 0.36439, 5.81819], [0.30710, -2.30035, -0.73031], [-1.63333, -0.09173, 3.02344], [-0.49653, -1.69768, -0.59272], [-1.82923, 0.29353, 6.37404], [-0.15064, -0.00689, 4.56461], [2.37669, 3.26332, -0.28964], [-0.44230, 0.08600, -2.31653], [1.55037, 2.39406, -0.29158], [-1.04497, -1.25079, -1.90002], [1.24421, 2.11076, -2.40477]],
  "mulliken_charge": [-0.83, -0.32, -0.25, 0.36, 0.39, -0.12, 0.21, 0.26, -0.46, -0.71, -0.54, 0.29, -0.64, -0.43, 0.32, 1.32, -0.44, 0.37, 0.26, 0.39, -0.56, 0.35, 0.41, -0.59, 0.33, 0.50, -0.19, 0.33],
  "s2": 0.761,
  "homo_lumo_gap_ev": [7.99, 7.70],
  "homo_ev": [-8.5799, -8.5928],
  "multiplicity": 2
}

{
  "formula": "C45H120O45S15",
  "method": "ωB97M-V/def2-TZVPD",
  "elements": ["C", "H", "O", "C", "H", "H", "H", "O", "H", "C", "O", "O", "S", "O", "S", "S", "H", "H", "C", "H", "H", "O", "H", "H", "H", "H", "S", "C", "C", "C", "H", "H", "H", "H", "H", "H", "H", "H", "C", "H", "S", "C", "C", "O", "H", "H", "C", "O", "H", "H", "H", "H", "H", "H", "S", "H", "H", "H", "H", "O", "H", "H", "C", "H", "C", "H", "C", "H", "H", "H", "C", "H", "O", "C", "C", "H", "H", "H", "H", "C", "O", "H", "H", "C", "C", "H", "H", "C", "C", "S", "H", "H", "C", "O", "C", "C", "O", "H", "O", "H", "H", "H", "H", "H", "H", "O", "H", "O", "C", "C", "O", "H", "S", "S", "H", "H", "C", "O", "H", "H", "H", "S", "H", "O", "O", "H", "H", "C", "H", "H", "O", "C", "H", "H", "O", "S", "S", "H", "H", "O", "C", "H", "C", "O", "O", "O", "H", "C", "O", "S", "H", "O", "C", "H", "H", "H", "H", "H", "C", "O", "C", "C", "H", "H", "O", "O", "H", "C", "O", "H", "H", "H", "O", "H", "H", "O", "C", "O", "H", "H", "H", "H", "H", "H", "H", "H", "O", "S", "O", "S", "C", "C", "O", "C", "H", "H", "H", "H", "H", "H", "H", "H", "H", "H", "H", "O", "C", "H", "H", "O", "O", "H", "H", "O", "H", "C", "C", "H", "O", "H", "H", "H", "O", "H", "O"],
  "positions_angstrom": [[11.63845, 17.62314, 17.43435], [20.26837, 12.91775, 16.11194], [23.93715, 22.29984, 14.54124], [11.85562, 14.06893, 15.64086], [24.08837, 19.33447, 19.68458], [16.90929, 13.38330, 20.97681], [23.27233, 15.20105, 18.82434], [13.78701, 20.45897, 16.60324], [18.38269, 15.14425, 19.85374], [10.27827, 15.84590, 13.11641], [25.33593, 14.20437, 14.84852], [18.42819, 17.31364, 17.15539], [22.99580, 12.27460, 18.16947], [23.22849, 15.57568, 14.79532], [8.02285, 14.96743, 12.19078], [14.26299, 14.26864, 14.74892], [12.10289, 16.98599, 16.68173], [25.40785, 16.20736, 12.93010], [17.59189, 14.60333, 19.33399], [10.13543, 13.32781, 14.49148], [16.06361, 13.72381, 16.33256], [18.95134, 12.21084, 13.55121], [25.67121, 17.38907, 7.64112], [15.06786, 17.38899, 13.68512], [15.70717, 24.16803, 16.81767], [25.47857, 20.57800, 17.63211], [13.60346, 16.56732, 18.84818], [13.11639, 11.69311, 19.20692], [24.13648, 21.98690, 10.85300], [22.65624, 22.37893, 20.99141], [23.81849, 22.48864, 8.73901], [11.42748, 17.44486, 12.03137], [17.03481, 21.56057, 10.55391], [23.16119, 17.88608, 20.08320], [18.35300, 11.55063, 15.38486], [25.93001, 18.92285, 16.90164], [19.11321, 25.22566, 16.50501], [26.67932, 12.18520, 14.14559], [19.14065, 9.86009, 14.29917], [21.24905, 12.83043, 14.59929], [19.10056, 13.75925, 14.15763], [24.74781, 12.85600, 18.23889], [14.66931, 24.08742, 17.14086], [24.76364, 20.42843, 13.09947], [15.35392, 17.98816, 18.24944], [9.72320, 17.72611, 18.41667], [15.68159, 18.23953, 13.98177], [12.77277, 13.48674, 14.77697], [9.80623, 16.50568, 17.11636], [17.87467, 21.85996, 12.06553], [26.14860, 17.68162, 19.79731], [12.46223, 11.01921, 19.76011], [21.94258, 20.21480, 14.36996], [12.65994, 25.08322, 17.18727], [23.58216, 19.14652, 17.04592], [17.58471, 17.36949, 13.59922], [25.08248, 17.68739, 13.89596], [19.51962, 16.78758, 14.61178], [21.77478, 17.93659, 11.97979], [14.12645, 22.94524, 16.60693], [14.53490, 13.47707, 17.13018], [19.16396, 22.23507, 16.24014], [22.07249, 20.76660, 13.43897], [21.56198, 16.32060, 17.49401], [13.68892, 25.24516, 16.86622], [23.19949, 16.17367, 10.09560], [17.63437, 26.53287, 17.47408], [19.79574, 21.53045, 7.85222], [22.31223, 23.41235, 21.03396], [23.70842, 21.02163, 10.58260], [19.90416, 22.57585, 16.96407], [21.54524, 16.15151, 11.78656], [14.48105, 21.66662, 18.74844], [20.52452, 21.12223, 8.55246], [7.21437, 15.07606, 13.82548], [26.61266, 16.53446, 14.05969], [14.19485, 26.09082, 17.33202], [20.19757, 15.33784, 18.11705], [25.39778, 12.06465, 17.86555], [21.17865, 15.75532, 18.34349], [12.41279, 17.73751, 18.62552], [19.18937, 9.42458, 13.30114], [21.29638, 21.88589, 8.64810], [15.07543, 13.28217, 16.20392], [10.35997, 16.99611, 17.91695], [13.53508, 25.41681, 15.80086], [15.56870, 16.40322, 17.33556], [19.68647, 19.40349, 20.12478], [22.27297, 14.76626, 18.80581], [24.65420, 15.67073, 15.09164], [24.06842, 13.66076, 13.31033], [20.08096, 10.11167, 14.78970], [17.06410, 17.73297, 14.48520], [24.03838, 18.01528, 18.22113], [25.16705, 17.41443, 20.18883], [16.46781, 13.97993, 20.17855], [23.34784, 18.31375, 10.03812], [25.57907, 11.51205, 12.87556], [23.59737, 22.55175, 12.02787], [11.28199, 18.55650, 16.99861], [25.22145, 22.07599, 10.79818], [17.08832, 26.45885, 16.53363], [20.61344, 21.82522, 21.39873], [10.47830, 12.37063, 15.90695], [20.57241, 21.81119, 17.36010], [14.89207, 13.84429, 13.52602], [21.01843, 14.38335, 15.46171], [22.74335, 11.46566, 16.96024], [17.35301, 21.09701, 11.48770], [25.54896, 16.70227, 13.89096], [19.46393, 14.59736, 13.00753], [26.16812, 18.10589, 9.07084], [18.28540, 19.43761, 11.23986], [19.09737, 23.05815, 18.52847], [16.76876, 20.58880, 17.25902], [21.85787, 21.69089, 22.71739], [22.23537, 16.99033, 11.69600], [18.12643, 24.28085, 17.98435], [25.67120, 14.01059, 12.75089], [11.00983, 17.91802, 13.65165], [21.35719, 21.58449, 13.35237], [20.68389, 19.08980, 21.64123], [16.48578, 20.87226, 12.10857], [22.84291, 17.93867, 7.56318], [17.97416, 14.11826, 15.01567], [10.50504, 16.24302, 18.69149], [25.22005, 17.41755, 21.27754], [20.01636, 17.64729, 15.06151], [24.98615, 16.36943, 19.93715], [18.07059, 27.53034, 17.52753], [18.21679, 21.99399, 18.99674], [25.30751, 17.58631, 8.64954], [25.01802, 16.63997, 9.10643], [14.30462, 17.53010, 16.84646], [15.26868, 10.97606, 20.87252], [23.74564, 21.48328, 13.35775], [23.77690, 18.61872, 8.50686], [21.95830, 20.17506, 12.53060], [6.33526, 14.43190, 13.80707], [14.07831, 16.74400, 20.24939], [25.11955, 13.58329, 13.58826], [24.84575, 13.54088, 17.39660], [11.30555, 17.06228, 13.04472], [21.19611, 17.72658, 21.57220], [17.28935, 18.39034, 11.02882], [22.78038, 20.13722, 17.79003], [25.15873, 13.14988, 19.20474], [22.61343, 17.07956, 10.25053], [24.16646, 20.02218, 8.30841], [14.55233, 21.50575, 17.29612], [23.58320, 22.42350, 21.56313], [9.16099, 16.16320, 12.29232], [20.56149, 13.43018, 15.19565], [16.86920, 16.85370, 15.09920], [17.94159, 13.67922, 18.87375], [20.95169, 16.53376, 19.07193], [22.88899, 22.16250, 19.94877], [25.14829, 11.59899, 14.56054], [14.88687, 17.17344, 17.69609], [17.66060, 18.78742, 15.20683], [10.46121, 13.39309, 15.52960], [21.63149, 21.53835, 21.66213], [20.93445, 20.65148, 10.61581], [12.26652, 13.80775, 16.61607], [20.05717, 23.62398, 19.46591], [13.85868, 12.94025, 21.54614], [19.00962, 18.60944, 19.80942], [25.28132, 19.79878, 16.89590], [22.51899, 11.83983, 19.48904], [15.16431, 12.23024, 15.93254], [23.13594, 16.78439, 12.27452], [16.91987, 26.42990, 18.29078], [13.12264, 15.30785, 18.32492], [13.60034, 11.29796, 18.31375], [20.96708, 20.19522, 8.18794], [19.35625, 19.64807, 16.85827], [23.70443, 22.97781, 9.70638], [19.32290, 19.41080, 12.24703], [21.71472, 16.96373, 9.64473], [22.06705, 14.35096, 19.79233], [20.32183, 19.38681, 19.23926], [9.61083, 13.92176, 15.96023], [17.31786, 10.97114, 14.14170], [24.04181, 24.00484, 9.84594], [6.89298, 16.11599, 13.88342], [10.00274, 15.73436, 14.16509], [14.14460, 15.63804, 15.08278], [18.85201, 18.40799, 16.24409], [22.27017, 13.72185, 17.80704], [14.46682, 12.19655, 20.44784], [25.65950, 12.13899, 13.76357], [20.07819, 20.94456, 10.00834], [23.10492, 18.38035, 15.91146], [16.31071, 21.41134, 16.70974], [16.82712, 22.28652, 17.10404], [20.27333, 18.35909, 14.27703], [15.87752, 18.76225, 13.04556], [20.92763, 17.29231, 15.54283], [16.53052, 21.21687, 15.65999], [12.30957, 16.87707, 13.42647], [12.65781, 12.61755, 18.85588], [17.17529, 15.26087, 18.57098], [19.13983, 20.34582, 20.16066], [11.76759, 15.15528, 15.62703], [10.68787, 14.85925, 12.89997], [25.12817, 16.10046, 16.39409], [24.06594, 18.24838, 19.59508], [14.64876, 23.99568, 18.22680], [15.12779, 18.84106, 14.70258], [7.10508, 15.32647, 11.11544], [21.89035, 20.19494, 21.22804], [19.50724, 25.76238, 18.14654], [22.64091, 23.12325, 9.89575], [19.97361, 19.57834, 22.83792], [25.25578, 20.29469, 15.92558], [18.36763, 11.15745, 14.36835], [18.69592, 25.46038, 17.48424], [7.96565, 14.72040, 14.53059], [19.05578, 19.89878, 9.86520], [19.88419, 21.95392, 10.37119], [15.97272, 14.85825, 20.59273], [18.61330, 9.14910, 14.93516], [15.45013, 13.16763, 19.50445], [20.47861, 23.45249, 16.66474], [8.73033, 13.66864, 12.09101]],
  "mulliken_charge": [0.80, 0.32, -0.68, 1.96, 0.46, 0.50, 0.08, -0.57, 0.50, 0.51, -0.14, -0.25, 1.23, -0.05, 1.15, 1.14, -0.60, 0.29, -0.48, 0.47, -0.32, -0.40, 0.41, 0.10, 0.09, 0.30, 0.91, -0.57, 0.62, -1.30, 0.37, 0.44, 0.44, -0.24, 0.18, 0.32, 0.28, 0.35, -1.23, 0.50, 0.68, -0.64, 0.16, -0.59, 0.40, 0.43, -1.28, -0.55, 0.18, 0.31, 0.33, 0.46, -0.22, 0.34, 0.12, 0.13, 0.11, -0.39, -0.49, -0.37, -0.33, 0.21, 0.71, -0.67, -1.42, 0.36, -1.24, 0.42, 0.38, -0.21, -0.46, 0.32, -0.69, -1.19, -0.56, 0.44, 0.36, 0.05, 0.46, 0.46, -0.47, 0.31, 0.22, 0.21, -1.33, 0.35, -0.45, -0.55, -0.64, 0.90, 0.22, 0.28, 0.30, 0.11, -1.30, -0.84, -0.06, 0.40, -0.41, 0.43, 0.34, 0.30, 0.44, 0.44, -0.36, -0.73, -0.11, -0.60, -1.11, -1.03, -0.61, 0.32, 0.89, 1.00, -0.09, 0.25, 0.62, -0.15, 0.27, 0.35, 0.53, 1.07, 0.37, -0.62, -0.15, 0.32, 0.40, 1.47, 0.11, 0.45, -0.63, -1.00, 0.28, -0.06, -0.65, 1.10, 1.10, -0.99, 0.40, -0.68, 0.06, -0.13, -1.19, -0.53, -0.56, -0.29, 0.35, -0.68, -0.57, 1.29, 0.43, -0.45, -0.75, 0.08, 0.25, 0.06, 0.12, 0.27, 0.28, 0.58, -1.68, -0.17, -0.37, -0.43, -0.57, -0.62, 0.34, -1.01, -0.65, 0.59, -0.38, 0.26, -0.33, 0.25, 0.23, 0.00, -1.44, -0.18, 0.33, 0.55, -0.18, 0.26, 0.39, 0.40, 0.32, -0.28, -0.27, 0.44, -0.12, 1.13, -1.40, 0.70, 0.47, 0.47, -0.70, -0.48, 0.18, -0.64, 0.34, 0.13, 0.00, -0.12, 0.45, -0.72, 0.45, -0.73, 0.20, 0.35, 0.16, -0.62, -0.13, 0.37, 0.26, -0.66, 0.35, 0.01, -0.29, -0.03, -0.34, 0.32, 0.37, 0.37, -0.08, 0.76, -0.61],
  "homo_lumo_gap_ev": 9.89,
  "homo_ev": -10.2359
}

ΔE to the lowest compared entry with this formula, charge and spin readings, ordered: 14.9 1.4 144.6 kcal per mole
Largest force on an atom readings, ordered: 0.0272 0.0178 0.0948 hartree/bohr